Record 1
Computed, not measured: a cluster of 2 separate species, C4H14N2O2 in total at a distorted geometry, with ωB97M-V with the def2-TZVPD basis set.

XYZ file:
```
22
Properties=species:S:1:pos:R:3:nbo_charge:R:1
N -1.102 0.511 1.933 -0.916
C -1.076 1.154 0.583 -0.228
C -1.896 0.153 -0.401 -0.481
N -0.909 -0.756 -0.869 -0.776
C 0.219 -0.215 -1.643 -0.285
C 1.124 -1.413 -2.049 -0.221
O 1.477 -1.989 -0.776 -0.831
H 0.797 -2.416 -0.321 0.458
H -2.055 0.146 2.152 0.351
H -0.441 -0.233 2.038 0.355
H -1.630 2.198 0.748 0.149
H -0.140 1.467 0.193 0.185
H -2.384 0.800 -1.063 0.137
H -2.674 -0.355 0.102 0.166
H -1.252 -1.639 -1.340 0.275
H 0.815 0.432 -0.950 0.189
H -0.172 0.280 -2.552 0.156
H 0.715 -2.341 -2.590 0.160
H 2.085 -0.921 -2.483 0.166
H 1.290 1.456 2.696 0.483
H 1.365 2.868 2.204 0.462
O 1.966 2.227 2.623 -0.956
```

The value obtained for the energy above the lowest of the compared OMol25 structures with the same formula, charge and spin is 51.9 kcal per mole. Its HOMO energy (spin up / spin down) is 1.1 / -5.0 eV. For the HOMO-LUMO gap (spin up / spin down), the calculation gives 2.504 / 8.575 eV. As for the spin multiplicity: 2. As for the electronic energy: -11446.9268 eV. The charge is -1.

Record 2
Computed, not measured: a structure of composition C14H15ClF2I2MoNO7, with ωB97M-V with the def2-TZVPD basis set.

XYZ file:
```
43
Properties=species:S:1:pos:R:3:nbo_charge:R:1
Mo -0.375 -0.398 -0.731 1.679
I 4.654 0.803 -0.571 0.235
C 3.347 0.368 0.974 -0.177
C 3.805 0.332 2.314 -0.227
C 2.958 0.055 3.349 -0.141
I 3.714 0.033 5.287 0.224
C 1.583 -0.213 3.096 -0.142
C 0.606 -0.532 4.064 -0.055
C -0.683 -0.787 3.681 -0.264
C -1.026 -0.738 2.327 0.136
N -0.143 -0.436 1.388 -0.509
C 1.155 -0.172 1.763 0.204
C 2.034 0.122 0.704 0.220
O 1.486 0.104 -0.531 -0.664
H 4.849 0.532 2.509 0.251
H 0.886 -0.574 5.108 0.249
H -1.445 -1.038 4.404 0.251
H -2.033 -0.957 2.006 0.237
C -0.927 -0.963 -3.865 -0.254
O -0.377 -0.049 -2.884 -0.552
C -0.548 1.341 -3.251 -0.096
C 0.104 2.157 -2.170 -0.105
O -0.483 1.806 -0.892 -0.543
C -1.431 2.775 -0.380 -0.246
H -0.429 -0.786 -4.815 0.208
H -2.000 -0.793 -3.949 0.205
H -0.721 -1.969 -3.515 0.231
H -1.615 1.545 -3.340 0.216
H -0.054 1.510 -4.209 0.221
H -0.030 3.223 -2.350 0.226
H 1.166 1.930 -2.090 0.238
H -0.936 3.744 -0.364 0.201
H -1.686 2.465 0.626 0.223
H -2.323 2.798 -1.001 0.207
F -3.022 0.500 -1.696 -0.372
C -2.536 -0.163 -0.581 0.227
F -3.033 0.497 0.516 -0.360
H -3.001 -1.158 -0.590 0.167
O -0.245 -4.665 -0.725 -0.714
Cl -0.290 -3.465 0.008 2.521
O -1.483 -3.292 0.765 -0.773
O 0.892 -3.174 0.735 -0.758
O -0.366 -2.317 -1.122 -0.825
```

Its HOMO energy (spin up / spin down) is -11.2 / -11.3 eV. For the HOMO-LUMO gap (spin up / spin down), the calculation gives 6.534 / 6.638 eV. As for the spin multiplicity: 3. As for the electronic energy: -66584.3999 eV. The charge is +1.

Record 3
Computed, not measured: a cluster of 6 separate species, C20H33ClN5O4 in total at a distorted geometry, with ωB97M-V with the def2-TZVPD basis set.

XYZ file:
```
63
Properties=species:S:1:pos:R:3:nbo_charge:R:1
Cl 0.865 -1.398 -0.546 2.558
O 1.229 -2.506 0.293 -0.830
O 1.953 -1.081 -1.425 -0.881
O -0.306 -1.695 -1.342 -0.888
O 0.521 -0.266 0.295 -0.940
C 0.087 3.684 -1.133 -0.609
C 0.207 2.366 -1.908 -0.386
C -1.139 1.635 -1.953 -0.531
C -2.147 2.152 -2.884 0.310
N -2.944 2.529 -3.623 -0.382
H 0.957 4.338 -1.071 0.216
H -0.127 3.372 -0.105 0.184
H -0.727 4.315 -1.499 0.205
H 0.892 1.717 -1.367 0.243
H 0.547 2.591 -2.919 0.202
H -1.469 1.493 -0.925 0.258
H -1.027 0.634 -2.393 0.282
C 1.337 2.926 4.735 -0.609
C 1.612 2.121 3.465 -0.386
C 1.594 2.914 2.176 -0.539
C 2.686 3.887 2.112 0.308
N 3.547 4.649 2.072 -0.355
H 0.340 3.369 4.659 0.204
H 2.035 3.755 4.868 0.205
H 1.402 2.272 5.602 0.214
H 0.908 1.292 3.408 0.227
H 2.595 1.655 3.585 0.209
H 0.621 3.364 1.954 0.242
H 1.619 2.221 1.325 0.275
C -5.029 -0.892 -1.484 -0.616
C -3.769 -1.663 -1.023 -0.390
C -4.134 -2.923 -0.242 -0.503
C -2.961 -3.553 0.372 0.286
N -2.067 -4.006 0.933 -0.320
H -4.836 -0.391 -2.435 0.219
H -5.243 -0.099 -0.769 0.213
H -5.844 -1.587 -1.682 0.194
H -3.109 -1.028 -0.433 0.229
H -3.194 -1.899 -1.920 0.218
H -4.627 -3.655 -0.880 0.233
H -4.742 -2.663 0.630 0.237
C 5.688 -3.250 -4.011 -0.606
C 5.178 -3.383 -2.592 -0.391
C 3.780 -3.968 -2.414 -0.514
C 3.531 -4.426 -1.047 0.297
N 3.377 -4.736 0.047 -0.326
H 5.835 -4.221 -4.487 0.199
H 6.596 -2.662 -4.129 0.213
H 4.930 -2.727 -4.604 0.206
H 5.207 -2.437 -2.044 0.221
H 5.847 -4.002 -1.985 0.203
H 3.609 -4.840 -3.061 0.226
H 2.918 -3.350 -2.686 0.272
N -1.401 0.910 2.172 -0.523
C -2.244 -0.135 2.512 -0.069
C -3.340 0.359 3.129 -0.311
C -3.254 1.776 3.131 -0.325
C -2.074 2.068 2.477 -0.080
H -0.509 0.933 1.708 0.445
H -1.920 -1.135 2.263 0.237
H -4.199 -0.214 3.438 0.212
H -3.971 2.472 3.528 0.215
H -1.698 3.021 2.134 0.195
```

Its HOMO energy is -6.2 eV. For the HOMO-LUMO gap, the calculation gives 8.940 eV. As for the electronic energy: -49432.1883 eV. The charge is -1.

Record 4
Computed, not measured: a structure of composition C3H4CsNaO3 at a distorted geometry, with ωB97M-V with the def2-TZVPD basis set.

XYZ file:
```
12
Properties=species:S:1:pos:R:3:mulliken_charge:R:1
O -0.840 -1.110 0.097 -0.650
C -0.484 -0.053 -0.539 0.850
C 1.281 -1.850 0.189 -0.441
O -0.298 1.019 0.083 -0.703
O 0.482 -0.381 -1.422 -0.325
C 1.658 -0.900 -0.777 -0.653
H 2.069 -2.602 0.298 0.289
H 1.011 -1.864 1.250 0.295
H 2.477 -1.008 -1.492 0.434
Na 2.669 1.231 0.544 0.907
Cs -4.547 2.388 0.871 0.454
H -5.477 5.129 0.899 -0.458
```

The value obtained for the energy above the lowest of the compared OMol25 structures with the same formula, charge and spin is 54.1 kcal per mole. Its HOMO energy (spin up / spin down) is -5.2 / -5.2 eV. For the HOMO-LUMO gap (spin up / spin down), the calculation gives 3.184 / 3.184 eV. As for the electronic energy: -14275.5649 eV.

- Which of these has the lowest electronic energy?
  C14H15ClF2I2MoNO7